## i
# C5H11ClSi

2 unconnected molecules or ions with the total composition C5H11ClSi (ωB97M-V with the def2-TZVPD basis set, OMol25).

The HOMO-LUMO gap comes out at 10.5 eV. Its SMILES is C[SiH](C)Cl.C1=CC1.

```
18
Properties=species:S:1:pos:R:3:nbo_charge:R:1
C 3.116 -1.356 0.240 -0.450
C 3.098 0.145 0.041 -0.178
C 2.910 -0.578 -0.999 -0.179
C -3.414 0.291 -0.524 -1.056
C -0.843 1.106 1.044 -1.097
Si -1.521 -0.062 -0.292 1.307
Cl -1.371 -1.992 0.179 -0.366
H 4.116 -1.702 0.602 0.183
H 2.217 -1.756 0.641 0.182
H 3.089 0.995 0.645 0.221
H -0.938 0.221 -1.538 -0.210
H 2.910 -0.655 -2.082 0.222
H -3.939 -0.554 -0.881 0.237
H -3.828 0.695 0.337 0.226
H -3.588 0.968 -1.280 0.230
H -0.597 2.059 0.648 0.243
H -1.568 1.333 1.780 0.239
H 0.150 0.841 1.440 0.246
```

## ii
# C5H11ClSi

C5H11ClSi in the gas phase (ωB97M-V with the def2-TZVPD basis set, OMol25).

The HOMO-LUMO gap comes out at 9.7 eV. Its SMILES is C[SiH2]C1(Cl)CCC1.

```
18
Properties=species:S:1:pos:R:3:nbo_charge:R:1
C 1.946 -0.182 -0.152 -0.408
C 0.957 0.290 -1.151 -0.422
C 1.506 0.701 0.999 -0.442
C 0.248 0.960 0.156 -0.348
C -2.141 -0.210 -0.804 -1.078
Si -1.219 -0.290 0.855 1.100
Cl -0.447 2.552 0.005 -0.037
H 1.816 -1.257 -0.056 0.209
H 3.042 -0.070 -0.480 0.211
H 1.293 1.137 -1.783 0.205
H 0.433 -0.385 -1.788 0.205
H 1.252 0.293 2.039 0.205
H 2.220 1.501 1.083 0.213
H -1.650 -0.908 -1.464 0.241
H -3.104 -0.558 -0.477 0.228
H -2.230 0.878 -1.077 0.265
H -1.612 0.457 2.114 -0.160
H -0.815 -1.512 1.393 -0.187
```

Result of the stability comparison: i is the most stable of them.

## i
# C3H2O3

C3H2O3 in the gas phase (ωB97M-V with the def2-TZVPD basis set, OMol25).

The HOMO-LUMO gap comes out at 9.3 eV. Its SMILES is O=C=COC=O.

```
8
Properties=species:S:1:pos:R:3:nbo_charge:R:1
C -2.410 0.241 -0.022 0.664
C -1.218 0.753 -0.062 -0.220
C 0.331 -1.523 0.094 0.664
O -3.462 -0.235 0.057 -0.401
O -0.374 -2.453 -0.097 -0.538
O -0.018 -0.162 0.114 -0.561
H -0.886 1.738 -0.296 0.251
H 1.406 -1.514 0.291 0.141
```

## ii
# C3H2O3

C3H2O3 in the gas phase (ωB97M-V with the def2-TZVPD basis set, OMol25).

The HOMO-LUMO gap comes out at 8.5 eV. Its SMILES is O=CC(=O)C=O.

```
8
Properties=species:S:1:pos:R:3:nbo_charge:R:1
O -2.085 0.512 0.903 -0.443
C -0.886 0.489 0.804 0.336
C -0.182 0.283 -0.543 0.371
O -0.507 0.822 -1.571 -0.423
C 1.007 -0.669 -0.460 0.336
O 1.316 -1.150 0.604 -0.462
H -0.204 0.595 1.666 0.142
H 1.541 -0.881 -1.403 0.144
```

Result of the stability comparison: ii is the most stable of them.

## i
# C5H12NO

A gas-phase ion, C5H12NO (charge -2) (ωB97M-V with the def2-TZVPD basis set, OMol25).

The multiplicity is 2. Its expectation value of S² is 0.75. The HOMO-LUMO gap (spin up / spin down) comes out at 2.9 / 6.6 eV. Its net charge is -2.

```
19
Properties=species:S:1:pos:R:3:nbo_charge:R:1
C 1.921 -0.536 -1.618 -0.575
C 1.692 0.711 -2.449 -1.215
C 1.352 -0.178 -0.189 -0.217
N -0.075 -0.245 -0.137 -0.643
C -0.461 -0.065 1.252 -0.244
C -2.005 -0.259 1.312 -0.006
O -2.784 0.439 2.182 -0.981
H 1.430 -1.363 -2.095 0.186
H 2.960 -0.883 -1.467 0.169
H 2.465 1.413 -2.161 0.169
H 1.739 0.513 -3.532 0.143
H 0.799 1.168 -2.153 0.173
H 1.684 0.898 0.154 0.145
H 1.751 -0.980 0.515 0.162
H -0.455 0.603 -0.611 0.341
H -0.109 0.964 1.690 0.130
H 0.012 -0.812 1.813 0.153
H -2.284 0.073 0.292 0.069
H -2.191 -1.419 1.201 0.041
```

## ii
# C5H12NO

2 unconnected molecules or ions with the total composition C5H12NO (ωB97M-V with the def2-TZVPD basis set, OMol25).

The multiplicity is 2. Its expectation value of S² is 0.75. The HOMO-LUMO gap (spin up / spin down) comes out at 3.4 / 5.3 eV. Its net charge is -2.

```
19
Properties=species:S:1:pos:R:3:nbo_charge:R:1
C -2.820 -0.359 0.622 0.011
O -4.089 -0.303 0.165 -1.000
C -1.703 0.101 -0.449 -0.425
C -0.339 -0.188 0.188 -0.502
C 0.822 0.086 -0.715 -0.126
C 4.724 0.477 0.320 -0.847
N 2.205 0.225 -0.391 -1.070
H -2.687 0.270 1.534 0.056
H -2.474 -1.392 0.948 0.045
H -1.845 1.153 -0.658 0.172
H -1.960 -0.502 -1.318 0.177
H -0.099 0.474 1.046 0.183
H -0.395 -1.224 0.553 0.148
H 0.728 -0.043 -1.797 0.092
H 1.948 -0.757 0.063 0.268
H 4.359 -0.532 0.357 0.228
H 4.238 0.964 -0.514 0.265
H 4.510 0.971 1.277 0.190
H 5.811 0.657 0.157 0.136
```

Result of the stability comparison: i is the most stable of them.

## i
# C4H4P2

A molecular structure, C4H4P2 (ωB97M-V with the def2-TZVPD basis set, OMol25).

The HOMO-LUMO gap comes out at 8.1 eV.

```
10
Properties=species:S:1:pos:R:3:nbo_charge:R:1
C -0.588 1.485 0.147 -0.159
C -0.523 0.930 -1.140 -0.157
C -0.112 0.228 0.761 -0.402
C 0.144 -0.249 -0.643 -0.404
P 0.150 -0.457 2.269 0.414
P 0.769 -1.553 -1.505 0.397
H -1.112 2.251 0.571 0.208
H -0.627 1.367 -2.092 0.219
H 0.929 -1.305 1.670 -0.059
H 0.852 -2.379 -0.446 -0.057
```

## ii
# C4H4P2

2 unconnected molecules or ions with the total composition C4H4P2 (ωB97M-V with the def2-TZVPD basis set, OMol25).

The HOMO-LUMO gap (spin up / spin down) comes out at 7.0 / 7.2 eV.

```
10
Properties=species:S:1:pos:R:3:nbo_charge:R:1
C 1.211 0.372 0.300 -0.415
C -1.374 0.407 -0.272 -0.334
C 2.092 -0.164 1.284 -0.485
C -2.284 -0.256 -1.197 -0.566
P 2.507 0.800 -0.545 0.522
P -2.756 0.721 0.603 0.474
H 2.704 0.351 1.977 0.207
H 2.468 -1.145 1.290 0.197
H -2.521 0.186 -2.128 0.202
H -2.046 -1.275 -1.313 0.199
```

Result of the stability comparison: i is the most stable of them.

## i
# C3H7N

C3H7N in the gas phase (ωB97M-V with the def2-TZVPD basis set, OMol25).

The HOMO-LUMO gap comes out at 10.8 eV. Its SMILES is CN1CC1.

```
11
Properties=species:S:1:pos:R:3:nbo_charge:R:1
C 1.324 -0.023 -0.069 -0.388
C -0.909 -0.810 -0.082 -0.278
C -0.863 0.734 -0.106 -0.274
H 1.914 0.777 -0.389 0.208
H 0.836 -0.117 1.051 0.134
H 1.708 -0.980 -0.298 0.197
H -0.594 -0.918 0.882 0.188
H -1.682 -1.318 -0.607 0.224
H -0.377 1.008 0.892 0.157
H -1.463 1.686 -0.466 0.223
N 0.107 -0.040 -0.809 -0.389
```

## ii
# C3H7N

2 unconnected molecules or ions with the total composition C3H7N (ωB97M-V with the def2-TZVPD basis set, OMol25).

The HOMO-LUMO gap comes out at 10.8 eV. Its SMILES is C=C.C=N.

```
11
Properties=species:S:1:pos:R:3:nbo_charge:R:1
C 3.771 1.953 -3.820 -0.387
C 3.579 0.648 -3.659 -0.384
H 4.092 2.521 -4.677 0.203
H 3.290 2.593 -3.083 0.180
H 4.163 -0.103 -4.184 0.190
H 2.708 0.320 -3.101 0.198
C -4.153 -1.932 4.593 -0.010
N -5.055 -1.097 4.850 -0.628
H -3.131 -1.626 4.254 0.123
H -4.260 -3.022 4.548 0.161
H -5.003 -0.255 4.279 0.354
```

## iii
# C3H7N

C3H7N in the gas phase (ωB97M-V with the def2-TZVPD basis set, OMol25).

The HOMO-LUMO gap comes out at 10.7 eV. Its SMILES is C=NCC.

```
11
Properties=species:S:1:pos:R:3:nbo_charge:R:1
C 0.693 -0.753 -0.638 -0.641
C -0.287 -0.723 0.529 -0.255
C -0.560 1.590 0.323 -0.066
N -0.611 0.586 1.079 -0.379
H 1.151 -1.737 -0.714 0.219
H 0.254 -0.554 -1.610 0.204
H 1.507 -0.035 -0.497 0.210
H 0.140 -1.316 1.343 0.197
H -1.211 -1.208 0.222 0.205
H -0.265 1.570 -0.722 0.139
H -0.812 2.580 0.685 0.168
```

## iv
# C3H7N

C3H7N in the gas phase (ωB97M-V with the def2-TZVPD basis set, OMol25).

The HOMO-LUMO gap comes out at 10.5 eV. Its SMILES is C=CCN.

```
11
Properties=species:S:1:pos:R:3:nbo_charge:R:1
C -0.600 0.483 0.344 -0.257
C 0.722 0.294 -0.393 -0.176
C 1.760 -0.317 0.128 -0.406
H -1.188 -1.346 -0.176 0.356
H -2.543 -0.337 0.270 0.362
H -0.914 1.521 0.503 0.201
H -0.393 0.141 1.378 0.154
H 0.755 0.790 -1.428 0.203
H 1.663 -0.691 1.185 0.190
H 2.733 -0.290 -0.326 0.207
N -1.630 -0.364 -0.269 -0.834
```

Result of the stability comparison: iii is the most stable of them.

## i
# C3H7N

A molecular structure, C3H7N (ωB97M-V with the def2-TZVPD basis set, OMol25).

The HOMO-LUMO gap comes out at 10.4 eV.

```
11
Properties=species:S:1:pos:R:3:nbo_charge:R:1
C -0.638 0.159 1.384 -0.665
C -0.540 -0.804 0.213 -0.249
C 0.121 -0.375 -0.910 -0.100
N 1.078 0.829 -0.949 -0.833
H -1.285 -0.153 2.210 0.228
H -1.054 1.105 1.053 0.221
H 0.403 0.196 1.718 0.221
H 0.170 -1.059 -1.759 0.197
H 1.088 0.122 -0.120 0.406
H 0.375 1.557 -0.808 0.350
H -1.065 -1.731 0.017 0.224
```

## ii
# C3H7N

2 unconnected molecules or ions with the total composition C3H7N (ωB97M-V with the def2-TZVPD basis set, OMol25).

The HOMO-LUMO gap comes out at 11.5 eV. Its SMILES is C=C.C=N.

```
11
Properties=species:S:1:pos:R:3:nbo_charge:R:1
C 3.647 4.125 -2.993 -0.382
C 3.165 3.559 -1.909 -0.386
H 3.545 3.661 -3.969 0.193
H 4.099 5.113 -3.047 0.191
H 2.755 2.555 -1.999 0.185
H 3.217 3.819 -0.853 0.200
C -3.782 -3.665 2.022 -0.038
N -2.988 -3.942 2.954 -0.587
H -4.028 -2.627 1.791 0.154
H -4.334 -4.372 1.399 0.140
H -2.936 -4.946 3.119 0.331
```

Result of the stability comparison: ii is the most stable of them.

## i
# C8H13N3

A gas-phase ion, C8H13N3 (charge +2) (ωB97M-V with the def2-TZVPD basis set, OMol25).

The HOMO-LUMO gap comes out at 7.8 eV. Its net charge is +2.

```
24
Properties=species:S:1:pos:R:3:nbo_charge:R:1
C 2.700 0.568 -0.557 -0.287
C 2.559 0.944 0.768 0.097
C 1.846 -0.348 -1.151 0.109
C 1.680 0.233 1.622 -0.263
C 0.645 -0.763 -0.388 -0.434
C 0.719 -0.610 1.133 0.040
C -0.565 0.069 -0.702 0.561
C -2.722 0.313 -0.013 -0.496
N -0.458 1.340 -0.934 -0.812
N -1.596 -0.551 -0.200 -0.079
N -1.763 -1.754 0.410 -0.562
H 3.451 1.180 -1.074 0.289
H 2.977 1.754 1.292 0.265
H 1.957 -0.673 -2.134 0.257
H 1.768 0.410 2.671 0.274
H 0.399 -1.785 -0.737 0.304
H -3.672 0.066 -0.647 0.275
H -2.428 1.302 -0.228 0.263
H -3.069 0.364 1.065 0.269
H 0.263 1.784 -0.461 0.414
H -0.597 1.679 -1.822 0.440
H 0.102 -1.145 1.782 0.266
H -1.437 -2.541 -0.061 0.400
H -2.760 -1.838 0.367 0.408
```

## ii
# C8H13N3

A gas-phase ion, C8H13N3 (charge +2) (ωB97M-V with the def2-TZVPD basis set, OMol25).

The HOMO-LUMO gap (spin up / spin down) comes out at 6.8 / 6.9 eV. Its net charge is +2.

```
24
Properties=species:S:1:pos:R:3:nbo_charge:R:1
C -1.520 0.043 0.416 -0.409
C -1.637 1.179 -0.443 0.267
C -0.382 -0.548 0.788 -0.030
C 1.483 1.161 0.043 0.473
C 0.262 0.884 -2.025 0.546
C 1.873 1.735 1.090 -0.466
C 0.294 0.749 -3.453 -0.704
C -0.017 -1.628 1.656 -0.313
N -0.849 1.154 -1.445 -0.331
N 1.386 1.038 -1.333 -0.591
N -1.021 -2.525 2.505 -0.724
H -2.403 -0.417 0.906 0.224
H -2.295 2.030 -0.397 0.261
H 1.858 2.838 1.066 0.312
H 1.921 1.439 2.131 0.301
H 1.343 0.871 -3.825 0.271
H -0.546 1.196 -3.991 0.301
H 0.306 -0.314 -3.723 0.297
H 0.629 -1.196 2.535 0.250
H 0.529 -2.433 1.245 0.251
H 2.294 1.298 -1.804 0.469
H -0.337 -3.224 2.915 0.449
H -1.637 -3.114 1.852 0.452
H -1.534 -2.216 3.291 0.445
```

Result of the stability comparison: i is the most stable of them.

## i
# C3H9BO2S

C3H9BO2S in the gas phase (ωB97M-V with the def2-TZVPD basis set, OMol25).

The HOMO-LUMO gap comes out at 10.0 eV. Its SMILES is COB(OC)SC.

```
16
Properties=species:S:1:pos:R:3:nbo_charge:R:1
B 0.049 -0.050 -0.128 0.926
C -0.620 -2.407 0.211 -0.211
C 1.053 0.883 -2.298 -0.273
C -0.474 1.462 2.315 -0.658
O -0.475 -1.013 0.497 -0.728
O 0.495 -0.388 -1.861 -0.733
S 0.165 1.605 0.568 -0.041
H 0.153 -2.901 0.671 0.182
H -0.468 -2.667 -0.732 0.195
H -1.515 -2.731 0.513 0.183
H 0.258 1.696 -2.401 0.162
H 1.382 0.864 -3.402 0.175
H 1.862 1.284 -1.766 0.170
H -1.493 1.425 2.224 0.211
H -0.277 2.337 2.911 0.228
H -0.095 0.603 2.678 0.214
```

## ii
# C3H9BO2S

C3H9BO2S in the gas phase (ωB97M-V with the def2-TZVPD basis set, OMol25).

The HOMO-LUMO gap comes out at 8.3 eV. Its SMILES is CSCCB(O)O.

```
16
Properties=species:S:1:pos:R:3:nbo_charge:R:1
B 2.013 -0.181 0.450 1.085
C -2.976 -0.360 -0.576 -0.726
C 0.573 -0.142 -0.506 -0.718
C -0.513 0.818 -0.002 -0.525
O 2.381 0.953 1.044 -0.898
O 2.751 -1.282 0.467 -0.869
S -1.849 0.962 -1.220 0.163
H -2.688 -0.459 0.490 0.212
H -2.793 -1.274 -1.129 0.214
H -4.032 -0.073 -0.602 0.226
H 1.026 0.082 -1.463 0.229
H 0.162 -1.121 -0.450 0.213
H -0.893 0.463 0.914 0.205
H 0.062 1.823 0.214 0.233
H 3.289 1.008 1.399 0.486
H 3.486 -1.215 0.968 0.471
```

Result of the stability comparison: ii is the most stable of them.